1.
C42H34Cl3GeN6O3P2SSe2Ti | ωB97M-V/def2-TZVPD

- 2S+1: 2
- Gap between HOMO and LUMO (spin up / spin down): 5.99 / 6.74 eV
- Energy above the lowest of the compared OMol25 structures with the same formula, charge and spin: 0.000 eV
- LUMO energy (spin up / spin down): -1.0 / -1.3 eV
- Expectation value of S²: 0.76

Element x y z (Å)
Ti  -0.8800  -0.8931  -2.7173
O  -1.7683  -1.8411  -1.3712
C  -1.5916  -2.7971  -0.4801
C  -2.5280  -2.9430  0.5507
C  -2.3546  -3.9163  1.5121
C  -1.2485  -4.7683  1.4846
C  -0.3256  -4.6298  0.4711
C  -0.4788  -3.6550  -0.5227
C  0.5305  -3.5575  -1.5584
N  0.5279  -2.7129  -2.5095
C  1.6703  -2.7122  -3.4271
C  1.8466  -1.2959  -3.9732
N  0.4970  -0.8894  -4.3289
C  0.1515  -0.7659  -5.5569
C  -1.2138  -0.7926  -6.0076
C  -1.5545  -0.3380  -7.2885
C  -2.8355  -0.4838  -7.7630
C  -3.7846  -1.1348  -6.9694
C  -3.4640  -1.6294  -5.7231
C  -2.1750  -1.4485  -5.2099
O  -1.8656  -1.9127  -4.0050
H  -3.3730  -2.2673  0.5733
H  -3.0890  -4.0130  2.3022
H  -1.1223  -5.5284  2.2433
H  0.5379  -5.2844  0.4242
H  1.3588  -4.2671  -1.4729
H  1.4413  -3.3811  -4.2613
H  2.5770  -3.0621  -2.9293
H  2.5048  -1.2943  -4.8448
H  2.2476  -0.6275  -3.2132
H  0.9350  -0.7153  -6.3160
H  -0.7987  0.1549  -7.8887
H  -3.1077  -0.1017  -8.7367
H  -4.7948  -1.2564  -7.3397
H  -4.1958  -2.1420  -5.1131
Se  4.1967  2.1829  0.6418
P  2.7498  0.9399  1.5164
C  2.0980  1.5665  3.0916
C  1.4006  0.7304  3.9637
C  0.9549  1.2102  5.1835
C  1.2315  2.5204  5.5535
C  1.9465  3.3466  4.7005
C  2.3750  2.8754  3.4683
C  3.3158  -0.7431  1.9131
C  2.4522  -1.8371  1.9177
C  2.9136  -3.0873  2.2977
C  4.2408  -3.2539  2.6721
C  5.1049  -2.1690  2.6600
C  4.6451  -0.9162  2.2793
C  1.3709  0.6017  0.3859
C  0.0362  1.0122  0.1875
N  -0.3558  0.4168  -0.9401
N  0.6441  -0.2904  -1.3856
N  1.7043  -0.2180  -0.6283
P  -1.1808  2.0352  1.0416
Se  -2.8857  2.4553  -0.1279
C  -1.6412  1.0716  2.5067
C  -2.5159  1.6075  3.4517
C  -2.9311  0.8441  4.5297
C  -2.5113  -0.4742  4.6558
C  -1.6877  -1.0301  3.6901
C  -1.2553  -0.2606  2.6195
C  -0.2635  3.5317  1.4600
C  0.6344  3.9997  0.5006
C  1.2911  5.2035  0.6959
C  1.0394  5.9549  1.8348
C  0.1373  5.4963  2.7847
C  -0.5097  4.2847  2.6032
H  1.2122  -0.3008  3.6997
H  0.4040  0.5580  5.8489
H  0.8972  2.8921  6.5140
H  2.1669  4.3663  4.9881
H  2.9315  3.5142  2.7931
H  1.4200  -1.7263  1.6075
H  2.2338  -3.9307  2.2968
H  4.6021  -4.2311  2.9661
H  6.1417  -2.2977  2.9419
H  5.3172  -0.0671  2.2483
H  -2.9083  2.6074  3.3273
H  -3.6010  1.2735  5.2631
H  -2.8472  -1.0713  5.4941
H  -1.3789  -2.0657  3.7604
H  -0.6164  -0.7095  1.8695
H  0.8238  3.4307  -0.4025
H  1.9961  5.5520  -0.0466
H  1.5463  6.8999  1.9816
H  -0.0578  6.0784  3.6763
H  -1.1809  3.9271  3.3690
O  -4.6505  1.3378  -2.9371
S  -3.7027  0.3214  -2.5277
N  -2.2999  0.5094  -3.0559
Cl  -1.6234  4.8776  -2.9875
Ge  -1.7973  2.7122  -3.4242
Cl  0.3520  2.1791  -3.5022
Cl  -2.4021  2.6582  -5.5212

---

2.
C42H34F6N5O4PS2Y | ωB97M-V/def2-TZVPD

- Total charge: +1
- 2S+1: 1
- Gap between HOMO and LUMO: 6.39 eV
- Energy above the lowest of the compared OMol25 structures with the same formula, charge and spin: 0.000 eV
- LUMO energy: -3.2 eV

Element x y z (Å)
Y  -0.1023  0.5143  -0.3816
C  1.5018  5.0292  -0.4365
C  0.6377  5.7002  -1.2830
C  -0.5059  5.0570  -1.7186
C  -0.7505  3.7537  -1.3064
N  0.1183  3.0846  -0.5416
C  1.2064  3.7197  -0.1055
C  -2.0121  3.0407  -1.6526
C  -3.0719  3.7154  -2.2461
C  -4.2440  3.0369  -2.5081
C  -4.3459  1.7121  -2.1293
C  -3.2611  1.1097  -1.5102
N  -2.1015  1.7475  -1.3140
C  -3.3416  -0.2981  -1.0357
C  -4.5670  -0.9265  -0.8647
C  -4.6039  -2.2474  -0.4565
C  -3.4106  -2.9123  -0.2437
C  -2.2322  -2.2085  -0.4123
N  -2.1804  -0.9226  -0.7779
H  2.3981  5.4919  -0.0507
H  0.8461  6.7132  -1.5981
H  -1.1842  5.5635  -2.3861
H  1.8665  3.1483  0.5325
H  -2.9906  4.7625  -2.4900
H  -5.0747  3.5376  -2.9848
H  -5.2519  1.1599  -2.3220
H  -5.4863  -0.3852  -1.0242
H  -5.5522  -2.7461  -0.3096
H  -3.3735  -3.9475  0.0610
H  -1.2867  -2.7010  -0.2452
N  0.8552  -1.5793  -1.8884
C  0.8351  -2.9620  -1.4971
C  0.6114  -3.9588  -2.4374
C  0.5704  -5.2873  -2.0414
C  0.7665  -5.6264  -0.7092
C  0.9817  -4.6286  0.2276
C  1.0080  -3.2878  -0.1512
P  1.0715  -1.9171  1.0384
C  2.8330  -1.6985  1.4276
C  3.1524  -0.7886  2.4373
C  4.4711  -0.5911  2.8038
C  5.4859  -1.2783  2.1468
C  5.1747  -2.1712  1.1341
C  3.8485  -2.3910  0.7819
C  0.3778  -2.5986  2.5741
C  1.1318  -3.3882  3.4417
C  0.5601  -3.9039  4.5943
C  -0.7675  -3.6335  4.8954
C  -1.5222  -2.8368  4.0466
C  -0.9482  -2.3185  2.8958
H  1.8275  -1.2637  -1.9144
H  0.5103  -1.4674  -2.8379
H  0.4804  -3.6947  -3.4795
H  0.3924  -6.0584  -2.7782
H  0.7438  -6.6622  -0.4011
H  1.1044  -4.8909  1.2709
H  2.3649  -0.2457  2.9487
H  4.7120  0.1043  3.5964
H  6.5183  -1.1156  2.4241
H  5.9616  -2.7090  0.6245
H  3.6149  -3.0992  -0.0026
H  2.1724  -3.5929  3.2209
H  1.1539  -4.5138  5.2615
H  -1.2086  -4.0322  5.7986
H  -2.5496  -2.6023  4.2904
H  -1.5352  -1.6680  2.2605
F  4.5674  1.6651  0.7145
C  4.6590  1.8393  -0.5964
F  5.7882  1.3110  -1.0411
F  4.6335  3.1334  -0.8594
S  3.2323  0.9474  -1.4101
O  2.1580  0.9669  -0.3993
O  3.7005  -0.3607  -1.7606
N  2.9325  1.9091  -2.6057
S  1.5677  1.9124  -3.3845
O  1.2204  3.2136  -3.8429
O  0.5434  1.1192  -2.7041
C  1.9463  0.9258  -4.8875
F  2.2492  -0.3303  -4.5507
F  0.8854  0.9014  -5.6889
F  2.9760  1.4676  -5.5204
C  -0.5408  1.1387  1.8552
C  -1.8493  1.8353  1.8888
C  -3.0428  1.0994  1.9123
C  -4.2838  1.7055  1.8011
C  -4.3825  3.0841  1.6680
C  -3.2160  3.8387  1.6918
C  -1.9775  3.2283  1.8099
H  -0.5645  0.2731  2.5251
H  0.2704  1.7885  2.2082
H  -2.9916  0.0194  2.0213
H  -5.1803  1.0975  1.8281
H  -5.3483  3.5630  1.5862
H  -3.2722  4.9190  1.6348
H  -1.0849  3.8429  1.8441